The following is a quantum chemistry calculation of a cluster of 2 separate species, C4H8N2O in total in a non-equilibrium geometry, from OMol25.

For the energy, the calculation gives -341.7305 a.u. The SMILES is [H]/N=[NH+]\[O-].CC1C=C1. The calculation puts the HOMO energy at -9.267 eV.

ORCA input file:
```
! wB97M-V def2-TZVPD RIJCOSX def2/J DEFGRID3
* xyz 0 1
H -2.09 0.81 -2.89
N -2.12 0.55 -1.87
N -2.70 -0.51 -1.56
O -3.18 -1.41 -2.22
H -2.94 -0.47 -0.63
C 1.89 0.03 1.12
C 0.78 -0.18 0.11
C -0.69 -0.42 0.57
C -0.48 0.76 0.11
H 2.15 -0.98 1.33
H 1.50 0.59 1.94
H 2.77 0.48 0.79
H 1.04 -0.77 -0.74
H -1.34 -1.05 1.20
H -0.83 1.70 -0.15
*
```

Formally, the Mulliken partial charges of the atoms, in units of the elementary charge, are as follows: H 0.230; N -0.450; N 0.566; O -0.605; H 0.263; C -1.251; C 0.051; C -0.461; C -0.479; H 0.279; H 0.337; H 0.387; H 0.359; H 0.322; H 0.452



The following is a quantum chemistry calculation of a structure of composition C4H8N2O in a non-equilibrium geometry, from OMol25.

For the energy, the calculation gives -341.8209 a.u. The calculation puts the HOMO energy at -8.584 eV.

ORCA input file:
```
! wB97M-V def2-TZVPD RIJCOSX def2/J DEFGRID3
* xyz 0 1
C -1.81 0.95 -0.29
C 1.67 -0.79 0.35
N -0.47 0.38 -0.17
C -0.17 -0.89 -0.14
C 0.76 1.18 0.05
N -0.66 -1.98 -0.45
O 1.44 1.61 -0.87
H -1.10 -2.58 0.24
H 0.62 1.74 0.99
H -2.19 1.22 0.70
H -1.73 1.85 -0.91
H -2.48 0.24 -0.76
H 1.62 -1.64 1.05
H 2.06 -1.13 -0.61
H 2.44 -0.16 0.81
*
```

Formally, the Mulliken partial charges of the atoms, in units of the elementary charge, are as follows: C -0.936; C -1.285; N 0.187; C 0.403; C -0.068; N -0.598; O -0.492; H 0.267; H 0.394; H 0.310; H 0.331; H 0.359; H 0.382; H 0.315; H 0.431



The following is a quantum chemistry calculation of a cluster of 2 separate species, C4H8N2O in total in a non-equilibrium geometry, from OMol25.

For the energy, the calculation gives -341.8499 a.u. The calculation puts the HOMO energy at -7.342 eV.

ORCA input file:
```
! wB97M-V def2-TZVPD RIJCOSX def2/J DEFGRID3
* xyz 0 1
C -2.52 1.23 -0.47
C 0.49 -0.07 -0.08
C 0.16 -0.92 1.15
C 1.65 0.85 0.05
N -1.25 -0.82 -1.59
N -0.13 -0.21 -1.22
O -3.08 1.05 0.52
H 1.23 -1.21 1.50
H -0.41 -1.77 0.78
H -0.33 -0.25 1.85
H 1.33 1.89 -0.09
H 2.38 0.56 -0.71
H 2.07 0.79 1.05
H -1.72 -1.42 -0.76
H 0.14 0.32 -1.97
*
```

Formally, the Mulliken partial charges of the atoms, in units of the elementary charge, are as follows: C 0.163; C 0.934; C -1.175; C -1.360; N -1.168; N 0.346; O -0.207; H 0.334; H 0.399; H 0.265; H 0.307; H 0.343; H 0.383; H 0.211; H 0.224



The following is a quantum chemistry calculation of a cluster of 2 separate species, C4H8N2O in total in a non-equilibrium geometry, from OMol25.

For the energy, the calculation gives -341.8392 a.u. The calculation puts the HOMO energy at -8.997 eV.

ORCA input file:
```
! wB97M-V def2-TZVPD RIJCOSX def2/J DEFGRID3
* xyz 0 1
N 1.44 -0.10 -1.81
C 0.59 -0.03 -0.63
C 0.36 1.43 -0.23
C -1.43 -0.26 1.88
O -1.45 -1.44 2.43
C -0.70 -0.68 -0.95
N -1.70 -1.21 -1.19
H 2.33 0.36 -1.60
H 1.65 -1.07 -2.04
H 0.98 -0.57 0.24
H -0.16 1.97 -1.02
H 1.33 1.91 -0.04
H -2.43 -0.18 1.40
H -0.22 1.45 0.70
H -0.59 -1.58 2.87
*
```

Formally, the Mulliken partial charges of the atoms, in units of the elementary charge, are as follows: N -0.685; C 0.612; C -1.099; C -0.285; O -0.347; C 0.050; N -0.460; H 0.238; H 0.256; H 0.167; H 0.318; H 0.337; H 0.203; H 0.334; H 0.362



The following is a quantum chemistry calculation of a structure of composition C4H8N2O, from OMol25.

For the energy, the calculation gives -341.8353 a.u. The calculation puts the HOMO energy at -7.890 eV.

ORCA input file:
```
! wB97M-V def2-TZVPD RIJCOSX def2/J DEFGRID3
* xyz 0 1
C -2.04 -0.49 -0.09
C -0.76 0.27 -0.04
N -0.60 1.62 0.50
C 0.87 1.28 0.64
C 0.55 0.00 -0.08
N 1.29 -0.97 -0.78
O 2.16 -1.73 0.05
H -2.68 -0.27 -0.95
H -2.58 -0.23 0.82
H -1.85 -1.57 -0.07
H 0.61 -1.62 -1.17
H -0.65 2.26 -0.30
H 1.08 1.15 1.71
H 1.61 1.97 0.20
H 2.99 -1.68 -0.44
*
```

Formally, the Mulliken partial charges of the atoms, in units of the elementary charge, are as follows: C -1.146; C 0.154; N -0.507; C -0.324; C 0.253; N -0.279; O -0.425; H 0.275; H 0.315; H 0.311; H 0.297; H 0.274; H 0.187; H 0.292; H 0.321



The following is a quantum chemistry calculation of a structure of composition C4H8N2O in a non-equilibrium geometry, from OMol25.

For the energy, the calculation gives -341.8793 a.u. The calculation puts the HOMO energy at -8.658 eV.

ORCA input file:
```
! wB97M-V def2-TZVPD RIJCOSX def2/J DEFGRID3
* xyz 0 1
O 2.81 -0.44 0.01
C 1.60 -0.33 -0.14
N 0.75 -1.42 -0.24
C -0.58 -1.28 -0.63
C -1.22 0.12 0.60
C -0.42 1.25 0.03
N 0.97 0.90 -0.24
H 1.10 -2.28 0.17
H -0.69 -0.72 -1.55
H -1.42 -1.31 0.08
H -0.89 -0.20 1.61
H -2.30 0.38 0.65
H -0.42 2.10 0.72
H -0.91 1.58 -0.89
H 1.63 1.65 -0.19
*
```

Formally, the Mulliken partial charges of the atoms, in units of the elementary charge, are as follows: O -0.655; C 0.334; N -0.126; C -0.622; C -0.768; C -0.536; N -0.159; H 0.223; H 0.318; H 0.407; H 0.351; H 0.378; H 0.330; H 0.277; H 0.246



The following is a quantum chemistry calculation of the molecule C4H8N2O, from OMol25.

For the energy, the calculation gives -341.8517 a.u. The SMILES is CC(=C=NO)CN. The calculation puts the HOMO energy at -9.315 eV.

ORCA input file:
```
! wB97M-V def2-TZVPD RIJCOSX def2/J DEFGRID3
* xyz 0 1
C 0.74 -1.53 -0.78
C -0.31 -0.67 -0.13
C -0.46 -0.64 1.16
N -0.40 -0.35 2.37
O 0.60 0.66 2.48
C -0.95 0.47 -0.90
N 0.10 1.46 -1.10
H 1.31 -2.08 -0.03
H 1.42 -0.85 -1.32
H 0.32 -2.24 -1.50
H 0.71 0.76 3.43
H -1.82 0.84 -0.34
H -1.31 0.13 -1.89
H 0.41 1.78 -0.18
H -0.25 2.26 -1.61
*
```

Formally, the Mulliken partial charges of the atoms, in units of the elementary charge, are as follows: C -1.204; C 0.604; C 0.197; N -0.574; O -0.363; C -0.564; N -0.564; H 0.355; H 0.329; H 0.296; H 0.341; H 0.333; H 0.352; H 0.232; H 0.229



The following is a quantum chemistry calculation of the molecule C4H8N2O in a non-equilibrium geometry, from OMol25.

For the energy, the calculation gives -341.9443 a.u. The SMILES is OC[C@H]1CN=CN1. The calculation puts the HOMO energy at -9.105 eV.

ORCA input file:
```
! wB97M-V def2-TZVPD RIJCOSX def2/J DEFGRID3
* xyz 0 1
O 1.38 -0.67 -1.08
C 1.49 0.09 0.11
C 0.16 0.34 0.75
C -0.86 1.11 -0.20
N -1.61 0.06 -0.91
C -1.43 -1.00 -0.22
N -0.58 -0.93 0.91
H 0.74 -0.29 -1.68
H 2.19 -0.50 0.76
H 2.01 1.05 -0.14
H 0.29 0.85 1.71
H -1.53 1.78 0.38
H -0.39 1.77 -0.94
H -1.92 -1.94 -0.42
H 0.07 -1.73 0.96
*
```

Formally, the Mulliken partial charges of the atoms, in units of the elementary charge, are as follows: O -0.521; C -0.653; C 0.137; C -0.635; N -0.536; C -0.010; N -0.396; H 0.315; H 0.323; H 0.327; H 0.315; H 0.314; H 0.306; H 0.399; H 0.314



The following is a quantum chemistry calculation of the molecule C4H8N2O in a non-equilibrium geometry, from OMol25.

For the energy, the calculation gives -341.9116 a.u. The SMILES is [H]/N=C/NC(=C)CO. The calculation puts the HOMO energy at -8.704 eV.

ORCA input file:
```
! wB97M-V def2-TZVPD RIJCOSX def2/J DEFGRID3
* xyz 0 1
H -3.13 0.20 -0.07
N -2.10 0.24 0.04
C -1.52 -0.94 0.03
N -0.20 -1.20 -0.09
C 0.95 -0.41 0.12
C 2.25 -0.80 -0.09
C 0.61 1.03 0.56
O 0.19 1.85 -0.52
H -2.18 -1.89 0.05
H -0.04 -2.16 -0.23
H 2.57 -1.81 -0.55
H 3.03 -0.05 -0.07
H -0.18 1.13 1.38
H 1.46 1.60 0.91
H -0.71 1.64 -0.64
*
```

Formally, the Mulliken partial charges of the atoms, in units of the elementary charge, are as follows: H 0.229; N -0.642; C 0.094; N -0.154; C 0.729; C -0.970; C -0.685; O -0.519; H 0.235; H 0.222; H 0.225; H 0.284; H 0.314; H 0.327; H 0.313



The following is a quantum chemistry calculation of the molecule C4H8N2O in a non-equilibrium geometry, from OMol25.

For the energy, the calculation gives -341.9867 a.u. The SMILES is [H]/N=C(\C)NC(C)=O. The calculation puts the HOMO energy at -9.641 eV.

ORCA input file:
```
! wB97M-V def2-TZVPD RIJCOSX def2/J DEFGRID3
* xyz 0 1
H -0.01 -2.79 1.52
N -0.56 -2.18 0.90
C 0.09 -1.10 0.65
C 1.45 -0.81 1.20
N -0.54 -0.22 -0.17
C -0.11 1.02 -0.61
C -1.12 1.69 -1.51
O 0.96 1.55 -0.34
H 1.42 0.10 1.81
H 1.80 -1.63 1.83
H 2.17 -0.67 0.39
H -1.45 -0.55 -0.46
H -2.05 1.85 -0.96
H -1.31 1.07 -2.39
H -0.73 2.66 -1.84
*
```

Formally, the Mulliken partial charges of the atoms, in units of the elementary charge, are as follows: H 0.240; N -0.807; C 0.707; C -1.046; N -0.178; C 0.746; C -1.257; O -0.597; H 0.269; H 0.388; H 0.270; H 0.272; H 0.331; H 0.333; H 0.327



Question: Which value of energy does entry 10 give?
Answer: -341.9867 a.u.



Question: Look up the energy of the fifth one.
Answer: -341.8353 a.u.